Computed, not measured: a 5-piece molecular cluster, C2H13NO4 overall at a distorted geometry, with ωB97M-V/def2-TZVPD.

Properties
DFT total energy   -439.61346 Ha
HOMO level   -0.3356 Eh
Maximum force   0.1040 Eh/bohr
SMILES   C=CN.O.O.O.O
Kohn-Sham gap   9.514 eV
Energy above the lowest of the compared OMol25 structures with the same formula, charge and spin   287.0 kJ/mol

The geometry in XYZ format:
```
20
Properties=species:S:1:pos:R:3:mulliken_charge:R:1
C 1.107 -2.274 1.295 -0.6458
C 0.887 -1.494 0.073 -0.0452
N -0.099 -0.463 -0.113 -0.2820
H 0.467 -2.315 2.167 0.2111
H 2.127 -2.447 1.626 0.2156
H 1.595 -1.573 -0.867 0.2455
H -1.043 -1.001 -0.332 0.3145
H -0.173 0.020 0.723 0.0509
O 0.274 0.087 -3.348 -0.6472
H -0.293 -0.181 -4.118 0.3332
H 0.075 -0.564 -2.688 0.3048
O -0.664 -0.383 2.856 -0.6946
H -0.529 0.493 2.343 0.3476
H -1.217 -1.047 2.350 0.3361
O -0.726 2.135 1.246 -0.6927
H 0.030 2.716 1.184 0.3066
H -0.795 1.866 0.342 0.3753
O -0.640 2.391 -1.405 -0.7563
H 0.310 2.602 -1.599 0.3518
H -0.694 1.434 -1.734 0.3708
```